{
  "formula": "C21H24FOPd",
  "method": "ωB97M-V/def2-TZVPD",
  "species": ["Pd", "C", "C", "C", "H", "C", "C", "H", "H", "H", "H", "C", "C", "C", "H", "C", "C", "H", "H", "H", "H", "O", "C", "C", "C", "C", "C", "H", "H", "H", "H", "H", "H", "H", "H", "H", "H", "F", "C", "C", "C", "C", "C", "C", "H", "H", "H", "H"],
  "positions_angstrom": [[0.049, 0.565, 0.633], [1.977, 0.958, 2.040], [2.343, 0.046, 0.953], [2.224, 0.780, -0.310], [2.666, -0.946, 1.040], [1.735, 2.128, -0.002], [1.628, 2.242, 1.456], [1.373, 3.105, 1.990], [2.000, 0.728, 3.060], [2.490, 0.423, -1.256], [1.558, 2.874, -0.714], [-2.134, 0.808, 1.510], [-1.431, 2.001, 1.913], [-1.082, 2.739, 0.724], [-1.247, 2.311, 2.920], [-1.531, 1.988, -0.419], [-2.187, 0.781, 0.066], [-2.640, 0.031, -0.542], [-2.560, 0.070, 2.152], [-0.609, 3.695, 0.678], [-1.455, 2.276, -1.442], [-0.038, -0.691, -0.901], [-0.220, 0.230, -3.614], [0.493, -1.216, -3.403], [0.617, 1.417, -3.392], [-1.711, 0.174, -3.569], [0.519, -1.622, -1.937], [1.499, -1.158, -3.844], [-0.064, -1.928, -4.028], [-0.073, -2.583, -1.797], [1.571, -1.885, -1.607], [0.678, 1.846, -4.392], [1.618, 1.198, -3.011], [0.168, 2.132, -2.702], [-1.976, 0.010, -4.606], [-2.108, 1.107, -3.208], [-2.139, -0.629, -2.947], [-0.323, -4.368, 4.430], [-0.241, -3.261, 3.613], [-0.355, -1.999, 4.204], [-0.272, -0.882, 3.351], [-0.098, -1.085, 2.006], [0.013, -2.326, 1.429], [-0.056, -3.459, 2.254], [-0.502, -1.895, 5.274], [-0.345, 0.126, 3.757], [0.148, -2.394, 0.356], [0.032, -4.463, 1.837]],
  "mulliken_charge": [-0.68, -0.60, -1.05, -0.44, 0.59, -0.47, -0.94, 0.60, 0.67, 0.81, 0.57, -0.90, -0.37, -0.93, 0.49, -0.15, -0.68, 0.39, 0.64, 0.56, 0.64, 0.06, 0.82, -1.01, -0.86, -1.37, -0.76, 0.31, 0.39, 0.31, 0.22, 0.49, 0.17, -0.04, 0.46, 0.33, 0.18, -0.38, 0.27, -0.81, 0.51, 0.37, -0.19, -0.73, 0.42, 0.29, 0.35, 0.44],
  "multiplicity": 5,
  "orbital_gap_ev": [6.0, 6.0],
  "charge": -1,
  "s_squared": 6.024,
  "e_homo_ev": [-2.654, -3.076]
}

---

{
  "formula": "C21H24N2O2S",
  "method": "ωB97M-V/def2-TZVPD",
  "species": ["C", "C", "C", "C", "C", "C", "C", "C", "N", "C", "O", "C", "O", "C", "C", "C", "C", "C", "S", "N", "C", "C", "C", "C", "C", "C", "H", "H", "H", "H", "H", "H", "H", "H", "H", "H", "H", "H", "H", "H", "H", "H", "H", "H", "H", "H", "H", "H", "H", "H"],
  "positions_angstrom": [[6.218, 0.190, 1.017], [5.633, -0.025, -0.379], [4.525, -1.039, -0.352], [4.834, -2.391, -0.244], [3.849, -3.360, -0.223], [2.517, -2.993, -0.321], [2.186, -1.657, -0.429], [3.180, -0.685, -0.435], [2.774, 0.676, -0.547], [2.778, 1.556, 0.475], [3.327, 1.397, 1.541], [2.011, 2.852, 0.159], [0.986, 2.699, -0.797], [-0.058, 1.861, -0.505], [-0.192, 1.137, 0.674], [-1.260, 0.271, 0.828], [-2.219, 0.131, -0.167], [-3.292, -0.869, -0.020], [-2.885, -2.470, 0.019], [-4.557, -0.460, 0.046], [-4.991, 0.921, 0.156], [-6.509, 0.834, 0.017], [-6.827, -0.517, 0.656], [-5.662, -1.388, 0.198], [-2.085, 0.871, -1.340], [-1.016, 1.722, -1.509], [7.029, 0.913, 0.978], [6.602, -0.745, 1.418], [5.446, 0.564, 1.684], [5.261, 0.926, -0.764], [6.420, -0.381, -1.051], [5.873, -2.682, -0.184], [4.119, -4.402, -0.137], [1.738, -3.739, -0.311], [1.150, -1.356, -0.502], [2.178, 0.893, -1.335], [2.707, 3.572, -0.280], [1.631, 3.267, 1.100], [0.534, 1.215, 1.468], [-1.344, -0.315, 1.730], [-4.708, 1.322, 1.138], [-4.530, 1.544, -0.611], [-6.787, 0.823, -1.037], [-7.016, 1.664, 0.504], [-6.824, -0.426, 1.743], [-7.788, -0.916, 0.342], [-5.866, -1.868, -0.765], [-5.393, -2.171, 0.911], [-2.803, 0.749, -2.138], [-0.891, 2.285, -2.421]],
  "mulliken_charge": [-1.05, -0.80, 0.40, -0.52, -0.59, -0.78, -0.36, 0.15, 0.08, 0.36, -0.64, -0.49, -0.54, 0.54, -0.28, -0.74, 0.33, -0.56, -0.33, 0.22, -0.53, -0.68, -0.66, -0.77, -0.03, -0.85, 0.35, 0.35, 0.26, 0.34, 0.45, 0.44, 0.39, 0.42, 0.53, 0.30, 0.33, 0.33, 0.45, 0.48, 0.26, 0.36, 0.30, 0.37, 0.30, 0.36, 0.32, 0.44, 0.56, 0.45],
  "orbital_gap_ev": 8.5,
  "e_homo_ev": -7.916
}

---

Per-record electronic energy, eV: -30402.677, -40077.727